{"formula": "C5H9FO2S2", "method": "ωB97M-V with the def2-TZVPD basis set", "symbols": ["C", "C", "O", "C", "C", "S", "C", "S", "O", "H", "H", "H", "H", "H", "H", "H", "H", "F", "H"], "xyz": [[-1.08, -0.62, -2.10], [-0.49, -1.25, -0.84], [0.91, -1.02, -0.75], [1.13, -0.10, 0.24], [2.49, -0.13, 0.85], [0.37, 1.56, -0.04], [-0.15, 0.08, 0.94], [-0.33, 0.25, 2.70], [-1.08, -0.72, 0.34], [-0.78, 0.42, -2.19], [-2.17, -0.68, -2.05], [-0.73, -1.17, -2.96], [-0.66, -2.33, -0.84], [2.53, 0.57, 1.69], [3.24, 0.14, 0.11], [2.70, -1.14, 1.21], [-1.53, 0.83, 2.64], [-2.61, 2.67, 0.74], [-1.78, 2.64, 0.31]], "homo_lumo_gap_ev": 9.759, "smiles": "C[C@H]1O[C@@]2(C)S[C@@]2(S)O1.F", "homo_energy_ev": -9.1}

---

{"formula": "C5H9IN", "method": "ωB97M-V with the def2-TZVPD basis set", "symbols": ["C", "C", "C", "C", "N", "C", "I", "H", "H", "H", "H", "H", "H", "H", "H", "H"], "xyz": [[-1.49, -1.54, -0.55], [-1.21, -0.65, 0.69], [0.08, 0.11, 0.37], [-0.01, 1.28, -0.48], [1.13, -0.31, 0.82], [2.63, 0.70, 0.66], [4.05, 0.21, -0.72], [-1.42, -2.62, -0.32], [-0.69, -1.20, -1.22], [-2.48, -1.22, -0.91], [-1.22, -1.35, 1.62], [-2.00, 0.07, 0.73], [-1.03, 1.40, -0.95], [0.78, 1.34, -1.17], [0.09, 2.26, 0.08], [2.79, 1.51, 1.35]], "homo_lumo_gap_ev": [7.268, 7.270], "smiles": "CCC(C)=[N+]=CI", "charge": 1, "homo_energy_ev": [-14.3, -14.3]}

---

{"formula": "C5H9LiO3", "method": "ωB97M-V with the def2-TZVPD basis set", "symbols": ["O", "C", "O", "Li", "C", "H", "H", "C", "H", "H", "H", "H", "O", "C", "H", "C", "H", "H"], "xyz": [[0.12, 0.84, 1.42], [1.23, 0.95, 0.73], [2.15, 1.66, 1.41], [2.63, -0.47, 0.12], [-0.58, -0.41, 1.37], [-0.18, -1.04, 0.56], [-0.40, -0.92, 2.33], [-2.04, -0.11, 1.15], [-2.45, 0.48, 1.97], [-2.17, 0.43, 0.20], [-2.59, -1.06, 1.06], [1.74, 2.22, 2.08], [1.78, 0.56, -1.55], [1.16, 0.40, -2.65], [-0.88, -0.20, -2.57], [0.11, -0.69, -2.55], [0.16, -1.31, -3.46], [0.20, -1.31, -1.63]], "homo_lumo_gap_ev": 4.260, "homo_energy_ev": -5.0}

---

How do the records compare in relative energy (zero: lowest compared OMol25 entry of this formula, charge and spin)? In the order shown, they have 0.0000, 4.5313, 5.4322 eV.